Entry 1:
Below is a 2-piece molecular cluster, CH6SSi overall in a non-equilibrium geometry, with properties calculated with the ωB97M-V functional and the def2-TZVPD basis.

CARTESIAN COORDINATES (ANGSTROEM)
C: 3.006 -0.659 -0.025
Si: 1.595 0.412 0.189
H: 2.892 -1.547 0.510
H: 3.306 -0.777 -1.026
H: 0.471 1.244 -0.394
H: 1.313 0.964 1.607
S: -3.921 -0.418 -0.291
H: -5.154 -0.046 -0.641
H: -3.507 0.827 0.070

Values from the calculation:
HOMO: -8.58 eV
HOMO-LUMO gap: 8.24 eV

Results of the natural (NBO) charge analysis, in e, for atoms 1 through 8:
1 C -1.091
2 Si 1.009
3 H 0.231
4 H 0.211
5 H -0.160
6 H -0.199
7 S -0.291
8 H 0.144



Entry 2:
Below is a 2-piece molecular cluster, C6H13N2S2 overall in a non-equilibrium geometry, with properties calculated with the ωB97M-V functional and the def2-TZVPD basis.

CARTESIAN COORDINATES (ANGSTROEM)
C: -2.547 -1.393 1.909
C: -0.977 -1.523 -0.074
C: -0.336 -0.417 0.037
C: 1.480 0.982 -0.394
C: 0.133 3.074 -1.333
C: 3.697 -0.113 -1.675
N: -3.395 -1.885 2.761
N: -2.036 -1.924 0.856
S: 0.752 2.404 0.153
S: 2.192 0.793 -2.009
H: -2.095 -0.453 2.180
H: -0.953 -2.229 -0.996
H: -0.424 -0.013 1.037
H: 2.094 0.535 0.411
H: 0.953 3.693 -1.839
H: -0.491 3.947 -1.021
H: -0.502 2.457 -2.001
H: 3.410 -1.110 -1.432
H: 4.343 0.495 -0.922
H: 4.374 -0.259 -2.562
H: -3.636 -1.411 3.689
H: -3.543 -2.841 2.789
H: -2.494 -2.811 0.437

Values from the calculation:
total charge: +1
HOMO (alpha / beta): -11.22 / -11.22 eV
HOMO-LUMO gap (alpha / beta): 7.98 / 7.98 eV

Results of the natural (NBO) charge analysis, in e, for atoms 1 through 8:
1 C 0.384
2 C -0.165
3 C -0.292
4 C -0.467
5 C -0.839
6 C -0.782
7 N -0.721
8 N -0.513



Entry 3:
Below is a 2-piece molecular cluster, C2H6N2O overall in a non-equilibrium geometry, with properties calculated with the ωB97M-V functional and the def2-TZVPD basis.

CARTESIAN COORDINATES (ANGSTROEM)
H: -1.340 1.946 1.102
N: -0.777 1.310 0.547
C: 0.422 1.316 0.965
N: 1.352 0.425 0.550
H: 0.777 2.001 1.736
H: 2.328 0.656 0.674
H: 1.203 -0.094 -0.302
C: -1.011 -1.862 -1.326
O: -0.003 -2.495 -1.145
H: -1.087 -0.808 -1.025
H: -1.863 -2.396 -1.777

Values from the calculation:
HOMO: -9.48 eV
HOMO-LUMO gap: 10.48 eV

Results of the natural (NBO) charge analysis, in e, for atoms 1 through 8:
1 H 0.343
2 N -0.744
3 C 0.283
4 N -0.803
5 H 0.144
6 H 0.384
7 H 0.397
8 C 0.263



Entry 4:
Below is one molecule with the formula C10H9N in a non-equilibrium geometry, with properties calculated with the ωB97M-V functional and the def2-TZVPD basis.

CARTESIAN COORDINATES (ANGSTROEM)
C: -3.255 -0.454 0.029
C: -1.762 -0.049 0.025
C: -1.456 1.341 -0.014
C: -0.161 1.798 -0.055
C: 0.915 0.896 -0.030
N: 2.196 1.415 0.015
C: 3.186 0.526 0.049
C: 3.003 -0.854 -0.004
C: 1.750 -1.353 -0.036
C: 0.634 -0.501 0.003
C: -0.716 -0.970 -0.025
H: -3.709 -0.044 0.908
H: -3.340 -1.526 0.059
H: -3.788 -0.100 -0.888
H: -2.287 2.008 0.053
H: 0.141 2.869 -0.093
H: 4.188 0.982 0.112
H: 3.860 -1.500 -0.005
H: 1.555 -2.442 -0.116
H: -0.953 -2.044 0.011

Values from the calculation:
HOMO: -8.65 eV
HOMO-LUMO gap: 8.98 eV

Results of the natural (NBO) charge analysis, in e, for atoms 1 through 8:
1 C -0.628
2 C 0.002
3 C -0.215
4 C -0.172
5 C 0.102
6 N -0.398
7 C 0.048
8 C -0.280



Entry 5:
Below is a 2-piece molecular cluster, C5H8F3N4S overall in a non-equilibrium geometry, with properties calculated with the ωB97M-V functional and the def2-TZVPD basis.

CARTESIAN COORDINATES (ANGSTROEM)
C: 1.161 1.091 0.785
C: 0.203 -0.867 1.584
C: -0.671 0.271 -0.297
C: -1.813 2.005 -1.975
C: 0.984 -0.988 -1.728
N: 0.247 1.205 -0.137
N: 1.098 0.095 1.737
N: -0.670 -0.778 0.618
N: 0.210 -1.851 2.439
F: 0.461 -2.203 -1.629
F: 1.261 -0.692 -2.983
F: 2.234 -0.877 -1.127
S: -2.154 0.425 -1.130
H: 1.913 1.823 0.880
H: -0.956 2.055 -2.649
H: -1.504 2.512 -1.016
H: -2.704 2.545 -2.279
H: 1.793 0.211 2.491
H: -1.400 -1.565 0.528
H: 0.701 -1.850 3.342
H: -0.392 -2.569 2.546

Values from the calculation:
total charge: +1
HOMO (alpha / beta): -12.47 / -10.84 eV
HOMO-LUMO gap (alpha / beta): 8.52 / 6.81 eV

Results of the natural (NBO) charge analysis, in e, for atoms 1 through 8:
1 C 0.246
2 C 0.696
3 C 0.131
4 C -0.733
5 C 0.879
6 N -0.446
7 N -0.576
8 N -0.576



Entry 6:
Below is one molecule with the formula C5H9NO in a non-equilibrium geometry, with properties calculated with the ωB97M-V functional and the def2-TZVPD basis.

CARTESIAN COORDINATES (ANGSTROEM)
C: -0.804 -1.848 -0.059
C: -0.879 -0.351 -0.051
C: 0.044 0.543 0.441
C: -0.296 1.812 1.155
C: 1.343 0.433 -0.192
N: 1.143 -0.325 -1.390
O: 2.438 0.756 0.210
H: -1.407 -2.236 0.765
H: -1.243 -2.248 -0.976
H: 0.220 -2.199 0.054
H: -1.917 -0.006 -0.079
H: -1.075 1.664 1.906
H: 0.592 2.207 1.653
H: -0.647 2.573 0.449
H: 1.955 -0.797 -1.772
H: 0.534 0.023 -2.114

Values from the calculation:
HOMO: -8.78 eV
HOMO-LUMO gap: 9.18 eV

Results of the natural (NBO) charge analysis, in e, for atoms 1 through 8:
1 C -0.641
2 C -0.060
3 C -0.150
4 C -0.640
5 C 0.632
6 N -0.854
7 O -0.577
8 H 0.222



Entry 7:
Below is one molecule with the formula C6H8 in a non-equilibrium geometry, with properties calculated with the ωB97M-V functional and the def2-TZVPD basis.

CARTESIAN COORDINATES (ANGSTROEM)
C: 2.914 -0.553 -0.149
C: 1.796 -0.271 0.210
C: 0.408 0.068 0.522
C: -0.461 1.121 -0.308
C: -1.642 0.157 -0.092
C: -0.660 -0.989 0.151
H: 3.914 -0.739 -0.482
H: 0.280 0.657 1.414
H: -0.630 2.134 0.103
H: -0.077 1.212 -1.318
H: -2.167 0.379 0.846
H: -2.364 0.059 -0.898
H: -0.352 -1.423 -0.808
H: -0.960 -1.811 0.810

Values from the calculation:
HOMO: -9.59 eV
HOMO-LUMO gap: 10.76 eV

Results of the natural (NBO) charge analysis, in e, for atoms 1 through 8:
1 C -0.244
2 C -0.008
3 C -0.312
4 C -0.364
5 C -0.403
6 C -0.377
7 H 0.236
8 H 0.240



Entry 8:
Below is a 2-piece molecular cluster, C3H6FNO2 overall in a non-equilibrium geometry, with properties calculated with the ωB97M-V functional and the def2-TZVPD basis.

CARTESIAN COORDINATES (ANGSTROEM)
C: -0.760 0.174 -0.266
C: -1.919 -0.265 0.642
C: 2.640 0.128 0.168
N: 0.008 -0.677 -0.818
O: -0.800 1.393 -0.768
O: 1.784 -0.737 0.420
F: -0.200 -2.005 -0.640
H: -2.710 0.323 0.281
H: -1.713 0.144 1.567
H: -2.245 -1.296 0.748
H: -0.322 1.580 -1.662
H: 3.518 0.141 -0.452
H: 2.717 1.096 0.779

Values from the calculation:
HOMO (alpha / beta): -6.75 / -9.43 eV
HOMO-LUMO gap (alpha / beta): 7.47 / 7.16 eV
multiplicity: 3

Results of the natural (NBO) charge analysis, in e, for atoms 1 through 8:
1 C 0.487
2 C -0.688
3 C -0.277
4 N -0.101
5 O -0.683
6 O -0.184
7 F -0.237
8 H 0.228



The records above yield energy relative to the best compared isomer or geometry (same formula, charge and spin) values of 367.77, 489.73, 173.76, 0.00, 253.81, 186.61, 206.59, 205.68 kJ/mol, respectively.